[1]
51
Properties=species:S:1:pos:R:3:forces:R:3 method="wB97M-V/def2-TZVPD" homo_energy_ev=-7.881 fmax_ha_per_bohr=0.0344 gap_ev=8.44 smiles="COc1ccc(-c2nnc(SCC(=O)c3cc(C)n(Cc4cccs4)c3C)o2)cc1" charge=0
C -7.84243 1.72929 -6.05442 -0.2 0.1 0.0
O -6.65340 0.97466 -6.05775 0.3 -0.2 0.0
C -6.02130 0.74405 -4.88025 0.2 -0.1 0.1
C -6.45713 1.19925 -3.63650 -0.2 0.1 -0.3
C -5.73216 0.90421 -2.49987 0.4 -0.2 0.0
C -4.56229 0.15212 -2.58141 -0.1 0.0 -0.5
C -3.82286 -0.14332 -1.38179 -0.1 0.2 1.1
N -4.12021 0.20776 -0.16716 -1.0 0.5 -1.4
N -3.16902 -0.27881 0.64584 1.3 -0.8 0.5
C -2.32285 -0.90699 -0.11202 -0.5 0.3 0.6
S -0.91080 -1.77515 0.35354 0.4 -0.3 0.0
C -0.78271 -1.21690 2.08875 -0.2 0.1 -0.3
C 0.20024 -0.05590 2.20767 -0.4 0.0 0.1
O -0.19582 1.03283 2.57416 -0.1 0.0 0.0
C 1.57172 -0.36145 1.86588 0.9 0.3 0.0
C 2.11389 -1.62778 1.49594 0.2 0.2 0.0
C 3.44515 -1.45696 1.26821 -0.1 -0.5 -0.1
C 4.48021 -2.44749 0.87210 0.0 0.1 0.0
N 3.74619 -0.12826 1.47215 -0.2 -0.1 -0.1
C 5.06985 0.42549 1.39095 0.3 0.2 0.0
C 5.84105 0.19006 2.65603 0.4 0.1 0.0
C 5.36710 -0.14014 3.88624 0.0 0.1 -0.3
C 6.39248 -0.27165 4.85239 0.2 0.0 0.1
C 7.62510 -0.03815 4.34153 0.1 0.1 -0.3
S 7.56825 0.34444 2.66463 -0.5 -0.1 0.3
C 2.63058 0.54324 1.84811 -0.7 0.1 0.1
C 2.63327 1.99347 2.16109 0.0 0.1 0.0
O -2.66737 -0.86906 -1.41550 0.0 0.0 -0.1
C -4.12506 -0.30418 -3.82691 -0.1 0.1 0.2
C -4.84669 -0.01111 -4.95977 -0.2 0.1 -0.2
H -8.15988 1.78119 -7.09461 0.0 0.0 0.1
H -7.67372 2.74255 -5.67680 0.0 0.0 0.0
H -8.62408 1.24424 -5.46154 0.0 0.0 0.0
H -7.35882 1.78348 -3.54507 -0.1 0.0 0.0
H -6.05788 1.25058 -1.53218 -0.1 0.1 0.1
H -1.77808 -0.89907 2.39522 0.1 0.0 0.1
H -0.44671 -2.07601 2.66700 0.0 0.0 0.0
H 1.57957 -2.55153 1.40341 0.0 -0.3 0.0
H 5.29747 -2.46801 1.59336 0.1 -0.1 0.0
H 4.89558 -2.21369 -0.10907 0.1 -0.1 -0.1
H 4.03153 -3.43533 0.82543 0.0 -0.1 0.0
H 5.60246 -0.02618 0.54769 -0.1 0.1 0.0
H 4.99328 1.50094 1.19705 0.0 -0.2 -0.1
H 4.32443 -0.29148 4.10224 -0.2 0.0 0.0
H 6.21080 -0.52794 5.88036 0.0 0.0 0.2
H 8.57381 -0.06367 4.83906 0.2 0.0 0.2
H 3.34951 2.21997 2.95126 0.1 0.1 0.0
H 2.89364 2.58254 1.28038 0.0 0.1 0.0
H 1.63899 2.28161 2.48902 0.1 0.0 0.0
H -3.21922 -0.88722 -3.89372 0.1 0.0 0.0
H -4.52566 -0.35453 -5.93034 0.0 0.0 -0.1

=====

[2]
51
Properties=species:S:1:pos:R:3:forces:R:3 method="wB97M-V/def2-TZVPD" homo_energy_ev=-7.938 fmax_ha_per_bohr=0.0175 gap_ev=7.69 smiles="COc1ccc(CCNC(=O)c2cc3c(=O)n4cccc(C)c4nc3s2)cc1OC" charge=0 de_lowest_kj_mol=76.0
C -2.91935 -4.58257 0.40061 -0.1 -0.2 0.1
O -2.25662 -3.54528 -0.27622 0.0 0.4 -0.2
C -2.85762 -2.31178 -0.34292 0.1 -0.1 0.0
C -4.11805 -2.04982 0.17995 0.1 -0.2 0.1
C -4.69925 -0.79700 0.08671 0.0 0.1 -0.1
C -4.03867 0.23495 -0.55875 -0.1 -0.1 -0.2
C -4.58122 1.63552 -0.57648 0.1 0.0 0.2
C -4.18501 2.36627 0.72679 -0.2 0.2 -0.2
N -2.80316 2.11845 1.06484 0.0 -0.1 0.3
C -1.79532 2.77338 0.42909 0.0 0.0 0.2
O -1.94417 3.82974 -0.15300 -0.1 0.1 -0.2
C -0.48362 2.10098 0.49143 0.7 -0.2 -0.1
C 0.64801 2.53215 -0.13165 -0.5 0.1 0.2
C 1.71996 1.61676 -0.02521 0.0 -0.5 0.3
C 3.03866 1.73489 -0.56295 -0.2 0.3 0.0
O 3.50996 2.65821 -1.18874 0.0 0.0 0.0
N 3.85543 0.57783 -0.28832 -0.2 -0.3 0.2
C 5.12979 0.59707 -0.77212 0.8 0.0 -0.3
C 5.97721 -0.44062 -0.58040 -0.2 0.4 -0.1
C 5.53181 -1.57464 0.13412 -0.5 0.0 0.2
C 4.26310 -1.62166 0.62988 0.6 -0.2 -0.1
C 3.72281 -2.78824 1.38561 0.0 0.0 0.0
C 3.38545 -0.51096 0.42455 -0.2 0.1 0.0
N 2.17152 -0.57127 0.91830 0.0 -0.5 0.3
C 1.37282 0.46741 0.69130 0.1 0.6 -0.3
S -0.25922 0.53471 1.25140 0.3 0.2 -0.2
C -2.78436 -0.02485 -1.09091 -0.1 -0.3 0.0
C -2.16756 -1.26631 -0.98458 0.0 0.1 0.0
O -0.92714 -1.32556 -1.55119 -0.5 0.1 -0.1
C -0.01350 -2.33320 -1.18025 0.4 -0.3 0.1
H -2.24987 -5.43997 0.34339 -0.1 0.0 0.0
H -3.87017 -4.83676 -0.07922 0.0 0.0 0.0
H -3.09562 -4.33267 1.45197 0.0 0.0 0.0
H -4.66700 -2.83527 0.67396 0.0 -0.1 0.0
H -5.67544 -0.63268 0.51776 -0.1 0.0 0.0
H -5.66778 1.63517 -0.66544 0.0 0.0 -0.1
H -4.15808 2.18091 -1.42024 -0.1 0.0 0.0
H -4.30859 3.44298 0.59894 -0.1 -0.1 0.1
H -4.80206 2.02279 1.55951 0.0 0.1 -0.1
H -2.60672 1.18838 1.40483 -0.1 0.1 -0.1
H 0.70659 3.46478 -0.66238 -0.1 0.2 -0.1
H 5.38610 1.49858 -1.30953 0.0 0.0 0.0
H 6.97962 -0.39994 -0.97197 0.1 0.1 -0.1
H 6.20419 -2.40552 0.28406 0.0 -0.1 0.1
H 4.48518 -3.55019 1.51906 0.1 -0.1 0.0
H 2.87434 -3.21147 0.85118 -0.1 -0.1 0.0
H 3.35615 -2.46101 2.35593 -0.1 -0.1 0.1
H -2.23624 0.75187 -1.60284 0.1 0.1 -0.1
H 0.10733 -2.38322 -0.09502 0.0 0.0 -0.1
H 0.93433 -2.03853 -1.63250 0.0 0.0 0.1
H -0.30893 -3.31279 -1.56049 0.1 0.1 0.0

=====

[3]
50
Properties=species:S:1:pos:R:3:forces:R:3 method="wB97M-V/def2-TZVPD" homo_energy_ev=-7.651 fmax_ha_per_bohr=0.0469 gap_ev=8.25 smiles=CC#CN1CC(c2nc(C#Cc3cc(OC)cc(OC)c3)c3c(N)nccn23)C1 charge=0 de_lowest_kj_mol=547.2
C -4.68075 4.02618 -2.98459 -1.0 0.7 0.3
C -4.56913 3.82647 -1.55328 -0.2 -0.7 1.9
C -4.63479 3.60623 -0.36028 0.1 0.6 -2.1
N -4.63453 3.38103 0.95830 -0.8 -0.5 -0.5
C -3.37088 3.48814 1.65031 1.7 -0.3 0.1
C -3.49662 2.03611 2.17689 0.1 -0.4 0.3
C -2.51892 0.95649 1.75669 -0.3 -0.9 0.5
N -1.32959 1.09752 1.26783 1.4 -1.0 -0.7
C -0.79489 -0.19756 1.06379 0.0 0.8 0.4
C 0.53630 -0.48514 0.60464 -0.7 0.5 0.2
C 1.64668 -0.74231 0.22216 0.2 -0.1 -0.5
C 2.95511 -0.99641 -0.32730 1.0 -0.4 1.1
C 3.14683 -1.24958 -1.67940 0.0 0.4 -0.9
C 4.45036 -1.36796 -2.20872 -0.9 -0.4 0.5
O 4.74494 -1.63350 -3.54078 -0.4 0.2 0.9
C 3.68355 -2.04690 -4.40452 -0.4 -0.1 -0.1
C 5.53473 -1.28483 -1.31410 0.8 -0.1 -0.6
C 5.36313 -1.07989 0.06763 -1.6 -0.2 -0.4
O 6.35072 -0.97116 0.99406 0.4 0.4 -0.6
C 7.61887 -0.57456 0.46965 0.6 -0.1 0.5
C 4.03935 -0.98664 0.56029 0.3 0.5 -0.5
C -1.71269 -1.14515 1.48493 0.5 1.0 -0.2
C -1.73579 -2.57768 1.60425 -0.6 -0.7 0.4
N -0.64830 -3.32757 1.22395 0.3 0.8 0.2
N -2.79019 -3.21893 2.07146 0.0 0.7 0.4
C -3.87753 -2.45142 2.47865 1.0 1.7 -1.4
C -3.92611 -1.08080 2.35661 0.0 -1.9 0.3
N -2.79214 -0.40965 1.91781 -1.2 0.5 0.1
C -4.81884 1.98480 1.40259 -0.7 -0.3 0.3
H -5.31932 3.23666 -3.39403 0.3 0.1 -0.2
H -5.18640 4.99286 -3.14317 0.2 -0.3 -0.3
H -3.71983 4.06272 -3.45337 0.5 -0.2 -0.5
H -2.49452 3.71549 1.02579 -0.3 -0.3 0.0
H -3.44727 4.23218 2.40923 0.2 0.5 0.8
H -3.66526 2.01862 3.25295 0.2 -0.2 0.1
H 2.22564 -1.21339 -2.25164 0.4 -0.2 -0.4
H 2.92438 -1.27171 -4.58344 0.5 0.2 0.0
H 4.15109 -2.32097 -5.37365 -0.3 0.1 0.8
H 3.09001 -2.88449 -3.98710 0.7 0.1 -0.1
H 6.52342 -1.42770 -1.78637 -0.5 0.2 0.5
H 8.19387 -1.43649 0.13624 0.0 -0.2 0.0
H 7.53422 0.09774 -0.37348 -0.3 0.3 -0.1
H 8.20288 -0.06795 1.25851 -0.5 -0.3 -0.2
H 3.82857 -0.76429 1.59899 0.3 -0.1 0.0
H 0.26601 -2.84043 1.19668 -1.0 -0.6 0.0
H -0.69399 -4.25936 1.62194 0.3 0.2 -0.2
H -4.79081 -2.92955 2.76552 -0.1 -0.5 0.2
H -4.87043 -0.59915 2.50109 0.0 0.7 0.2
H -5.73738 1.84929 1.99636 0.3 0.0 -0.2
H -4.75376 1.23460 0.62349 -0.3 0.1 -0.5

=====

[4]
53
Properties=species:S:1:pos:R:3:forces:R:3 method="wB97M-V/def2-TZVPD" homo_energy_ev=-8.041 fmax_ha_per_bohr=0.0234 gap_ev=8.44 smiles="CCOc1ccc(NC(=O)CSc2nc3[nH]ncc3c(=O)n2-c2ccccc2OC)cc1" charge=0 de_lowest_kj_mol=0.0
C -2.63610 5.29009 2.67528 0.4 -0.2 -0.1
C -1.30495 5.21751 1.93242 -0.3 0.3 0.0
O -0.46520 4.19021 2.42018 0.2 -0.1 0.1
C -0.71055 2.89518 2.08753 0.1 -0.3 0.0
C 0.11802 1.95144 2.69915 -0.2 0.3 -0.1
C -0.00881 0.60653 2.42961 0.0 -0.1 0.0
C -0.97510 0.17076 1.52861 0.1 0.3 0.1
N -1.13837 -1.17712 1.17342 -0.4 0.1 -0.1
C -0.26609 -2.19289 1.33689 -0.2 -0.4 -0.1
O 0.72594 -2.18268 2.03274 0.2 0.1 0.2
C -0.63002 -3.46442 0.57342 0.1 -0.1 -0.4
S -1.62717 -3.24263 -0.94322 -0.1 -0.2 0.2
C -1.02532 -1.74272 -1.69430 -0.7 -0.1 0.2
N -1.97042 -0.88395 -1.91900 -0.4 -0.2 0.2
C -1.56432 0.24335 -2.53890 1.2 0.0 -0.3
N -2.30994 1.31344 -2.86308 0.0 -0.4 0.2
N -1.56835 2.26699 -3.44905 0.0 0.8 -0.4
C -0.33768 1.81704 -3.50806 -0.1 -0.2 0.1
C -0.25291 0.52637 -2.94248 -0.8 0.0 0.2
C 0.78148 -0.44237 -2.72757 -0.1 0.1 -0.2
O 1.93841 -0.40690 -3.06182 0.1 0.1 -0.1
N 0.27035 -1.59619 -2.04092 0.4 0.1 -0.1
C 1.25760 -2.55307 -1.66372 0.4 -0.1 0.2
C 1.30365 -3.80802 -2.23858 0.1 0.2 0.1
C 2.28014 -4.70560 -1.83943 0.0 -0.1 0.0
C 3.20592 -4.32566 -0.88430 0.0 0.0 0.0
C 3.17568 -3.06165 -0.31936 0.0 0.3 0.1
C 2.19869 -2.14960 -0.70171 -0.2 -0.1 -0.2
O 2.04272 -0.89746 -0.21908 -0.1 -0.4 -0.3
C 2.95843 -0.43055 0.74595 0.2 0.1 0.2
C -1.81058 1.10257 0.92587 0.1 -0.2 0.1
C -1.68445 2.45249 1.19704 0.1 0.3 0.1
H -2.45645 5.43326 3.73779 0.0 0.0 0.1
H -3.22006 6.12581 2.29976 -0.1 0.1 0.0
H -3.20568 4.37311 2.54518 -0.1 0.0 0.0
H -1.46332 5.10968 0.85238 0.1 0.0 0.1
H -0.73526 6.13496 2.10477 -0.1 -0.1 -0.1
H 0.86537 2.30441 3.39189 0.1 0.0 0.1
H 0.63697 -0.10922 2.90868 0.0 0.0 0.0
H -1.94323 -1.35399 0.58236 0.2 -0.1 0.1
H -1.26435 -4.08978 1.20581 0.0 0.0 0.0
H 0.28390 -4.01515 0.35062 0.0 0.1 0.1
H -3.29997 1.44491 -2.73242 0.1 0.0 0.0
H 0.44525 2.40717 -3.93812 0.1 0.2 -0.1
H 0.57365 -4.07665 -2.98734 0.0 0.0 -0.1
H 2.31783 -5.68976 -2.27864 0.0 -0.1 0.0
H 3.97042 -5.02087 -0.57177 0.1 -0.1 0.0
H 3.90926 -2.79308 0.42243 0.1 0.1 0.1
H 3.97895 -0.42945 0.35310 0.0 0.0 0.0
H 2.64948 0.58973 0.96656 0.1 -0.1 0.0
H 2.90016 -1.03603 1.65423 0.0 0.0 0.0
H -2.56727 0.76757 0.23025 -0.1 0.0 -0.1
H -2.34635 3.14288 0.69895 -0.1 0.1 0.0